[1]
# C12H23F3NO5P2SZr

C12H23F3NO5P2SZr as an isolated structure in a non-equilibrium geometry (ωB97M-V/def2-TZVPD, the Open Molecules 2025 dataset).

The geometry in ORCA input format:
```
! wB97M-V def2-TZVPD RIJCOSX def2/J DEFGRID3
* xyz 3 1
Zr 0.15580 0.07017 1.04689
P -2.37372 0.08505 0.24752
C -2.09925 0.51699 -1.43391
C -0.84584 0.98487 -1.90637
N 0.29142 0.82811 -1.09891
C 1.52038 1.11280 -1.59493
C 1.66120 1.81883 -2.78334
C 0.54613 2.10415 -3.57554
C -0.69328 1.63233 -3.16906
C 2.74647 0.70123 -0.79465
P 2.53616 -0.79899 0.29928
H -1.58885 1.80616 -3.78091
H 2.65516 2.11908 -3.11152
H 0.64383 2.68301 -4.50625
H 3.57741 0.44976 -1.46868
H 3.10873 1.54926 -0.19087
H -2.05185 -1.49793 -2.86452
H -2.95493 0.61378 -2.10765
H -0.93667 -3.21503 -1.89390
O -1.83925 -2.44576 -2.95211
H -2.25158 -2.74793 -3.77729
H -0.26575 -1.68465 0.80194
O -0.58404 -3.75236 -1.13065
H 0.15483 -3.24673 -0.76962
C 3.04703 -2.12043 -0.83375
H 4.08464 -1.96255 -1.14590
H 2.97784 -3.07883 -0.30493
H 2.39944 -2.13540 -1.71936
C 3.87538 -0.65557 1.51670
H 3.90195 -1.57898 2.11327
H 4.84483 -0.53647 1.02082
H 3.70670 0.20776 2.17609
C -3.23632 1.48005 1.03176
H -4.22138 1.60593 0.57100
H -3.36887 1.27244 2.10128
H -2.65759 2.40390 0.90560
C -3.56548 -1.26836 0.31181
H -3.83340 -1.45902 1.35904
H -4.47192 -0.97825 -0.23382
H -3.13009 -2.17313 -0.12723
F 0.26815 1.70547 6.11145
C 0.12625 2.04820 4.82317
F -0.79651 3.03380 4.72079
F 1.30475 2.51616 4.34800
S -0.51237 0.65574 3.71602
O 0.53309 -0.33479 3.23770
O -1.69704 0.14166 4.33783
O -0.69160 1.52447 2.47772
*
```

Highest occupied orbital energy   -18.37 eV
E_LUMO   -14.4 eV
Relative energy (zero: lowest compared OMol25 entry of this formula, charge and spin)   0.196 eV

Here is what Löwdin gives for the atomic charges, in e: atom 1 (Zr): 1.399, atom 2 (P): 0.816, atom 3 (C): -0.036, atom 4 (C): -0.256, atom 5 (N): -0.021, atom 6 (C): -0.240, atom 7 (C): 0.117, atom 8 (C): 0.077, atom 9 (C): 0.121, atom 10 (C): -0.248, atom 11 (P): 0.802, atom 12 (H): 0.166, atom 13 (H): 0.167, atom 14 (H): 0.167, atom 15 (H): 0.120, atom 16 (H): 0.128, atom 17 (H): 0.030, atom 18 (H): 0.141, atom 19 (H): -0.024, atom 20 (O): -0.022, atom 21 (H): 0.110, atom 22 (H): -0.027, atom 23 (O): -0.087, atom 24 (H): -0.034, atom 25 (C): -0.211, atom 26 (H): 0.081, atom 27 (H): 0.081, atom 28 (H): 0.064, atom 29 (C): -0.212, atom 30 (H): 0.084, atom 31 (H): 0.081, atom 32 (H): 0.065, atom 33 (C): -0.180, atom 34 (H): 0.086, atom 35 (H): 0.083, atom 36 (H): 0.071, atom 37 (C): -0.176, atom 38 (H): 0.093, atom 39 (H): 0.086, atom 40 (H): 0.065, atom 41 (F): 0.193, atom 42 (C): -0.574, atom 43 (F): 0.161, atom 44 (F): 0.142, atom 45 (S): 0.647, atom 46 (O): -0.422, atom 47 (O): -0.181, atom 48 (O): -0.492

=====

[2]
# C7H15NS2

One molecule with the formula C7H15NS2 in a non-equilibrium geometry (ωB97M-V/def2-TZVPD, the Open Molecules 2025 dataset).

The geometry in ORCA input format:
```
! wB97M-V def2-TZVPD RIJCOSX def2/J DEFGRID3
* xyz 0 1
C -0.65286 2.63314 -1.41379
C 0.27782 1.42630 -1.09404
C 0.53711 1.26939 0.36035
C 1.29630 0.01969 0.75326
N 0.49950 -1.19229 0.49758
C -0.62693 -1.42071 1.38762
C -1.95486 -1.38202 0.73564
C 0.89600 -2.21604 -0.28265
S 0.25154 -3.74520 -0.23923
S 2.19818 -2.04041 -1.55904
H -0.78365 2.79358 -2.50278
H -1.64649 2.65579 -1.00951
H -0.32085 3.60418 -0.98606
H 1.24857 1.63493 -1.55102
H -0.15810 0.51437 -1.48610
H 1.11359 2.09526 0.73830
H -0.41570 1.25339 0.95883
H 1.53441 0.00531 1.83694
H 2.27095 -0.08739 0.26942
H -0.47175 -2.32866 1.89540
H -0.65876 -0.63994 2.18243
H -2.04889 -1.98942 -0.11258
H -2.65457 -1.77547 1.55719
H -2.22946 -0.34374 0.51151
H 2.49890 -0.74403 -1.44767
*
```

Highest occupied orbital energy   -8.32 eV
E_LUMO   0.6 eV
Relative energy (zero: lowest compared OMol25 entry of this formula, charge and spin)   0.462 eV

Here is what Löwdin gives for the atomic charges, in e: atom 1 (C): -0.104, atom 2 (C): -0.253, atom 3 (C): -0.224, atom 4 (C): -0.179, atom 5 (N): -0.186, atom 6 (C): -0.299, atom 7 (C): -0.095, atom 8 (C): -1.123, atom 9 (S): 0.596, atom 10 (S): 0.734, atom 11 (H): 0.075, atom 12 (H): 0.052, atom 13 (H): 0.077, atom 14 (H): 0.111, atom 15 (H): 0.105, atom 16 (H): 0.114, atom 17 (H): 0.123, atom 18 (H): 0.135, atom 19 (H): 0.087, atom 20 (H): 0.073, atom 21 (H): 0.132, atom 22 (H): 0.034, atom 23 (H): 0.116, atom 24 (H): 0.074, atom 25 (H): -0.176

=====

[3]
# C26H53Cl4NO23

A 10-piece molecular cluster, C26H53Cl4NO23 overall in a non-equilibrium geometry (ωB97M-V/def2-TZVPD, the Open Molecules 2025 dataset).

The geometry in ORCA input format:
```
! wB97M-V def2-TZVPD RIJCOSX def2/J DEFGRID3
* xyz -1 2
Cl 5.64648 6.60529 3.02414
C 5.39661 6.66401 1.24566
C 4.32527 5.69089 0.66453
Cl 4.59994 3.97506 1.05709
H 6.33584 6.38384 0.76873
H 5.20791 7.71101 1.00843
H 4.25507 5.73435 -0.42234
H 3.34941 6.04302 0.99892
Cl -4.75897 -1.33061 -1.12707
C -3.74554 -0.08051 -1.75400
C -3.80025 1.24614 -0.89334
Cl -2.94334 2.57349 -1.57225
H -4.07148 0.15567 -2.76696
H -2.76499 -0.50503 -1.96941
H -3.41981 1.07223 0.11321
H -4.82794 1.58798 -0.77045
C 4.80139 0.51340 -2.29127
N 4.84969 1.96375 -2.30433
O 3.90408 2.57583 -2.78933
O 5.86090 2.53361 -1.90270
H 3.77991 0.27869 -1.99197
H 5.40255 0.00642 -1.53650
H 4.84138 0.13909 -3.31420
C -3.03410 -4.40398 -1.19475
O -4.39341 -4.61885 -1.10806
C -5.16712 -4.72785 -2.19873
O -4.80026 -4.93139 -3.33358
O -6.48439 -4.54199 -1.77440
C -7.51180 -4.38612 -2.71231
H -2.61542 -5.40433 -1.30484
H -2.58057 -3.98261 -0.29762
H -2.81522 -3.69746 -1.99539
H -8.42529 -4.82541 -2.31148
H -7.28998 -4.85520 -3.67088
H -7.63941 -3.31110 -2.83931
C -1.83808 -0.22611 4.68307
O -0.84682 -0.83366 3.91515
C 0.12903 -1.60727 4.44502
O 0.33765 -1.77107 5.65618
O 0.93744 -1.94382 3.35654
C 2.21513 -2.49271 3.69224
H -1.54787 0.15018 5.66403
H -2.62600 -0.97194 4.78798
H -2.18911 0.66603 4.16444
H 2.59601 -3.12355 2.88908
H 2.23395 -3.10903 4.59108
H 2.86595 -1.63432 3.85866
C 2.01614 -7.05991 -0.72158
O 2.39711 -6.01869 -1.56211
C 2.03431 -4.70994 -1.39102
O 1.35156 -4.31268 -0.43902
O 2.56687 -4.00726 -2.37533
C 2.22669 -2.62955 -2.51776
H 0.93968 -7.13588 -0.87511
H 2.10582 -6.96179 0.36028
H 2.36604 -8.01313 -1.11788
H 2.99422 -2.14071 -3.11778
H 1.89790 -2.05276 -1.65328
H 1.42603 -2.59736 -3.25668
C 1.71433 2.02520 2.50758
O 1.21172 1.72698 3.82144
C 0.91605 2.74280 4.65130
O 1.29085 3.93190 4.50930
O 0.21118 2.24938 5.65390
C -0.35398 3.15253 6.53442
H 2.64847 2.57844 2.60459
H 0.96304 2.66548 2.04530
H 1.83996 1.16948 1.84421
H -1.11960 2.58907 7.06775
H -0.78831 4.03154 6.05818
H 0.33340 3.52270 7.29507
C -0.38689 -1.35019 0.00610
O -0.49723 0.03703 -0.28585
C 0.57348 0.79492 -0.50405
O 1.71224 0.32706 -0.49895
O 0.21687 2.10310 -0.66890
C 1.12058 3.18671 -0.77994
H -1.36941 -1.79766 0.15616
H 0.24612 -1.56991 0.86582
H 0.11222 -1.90704 -0.78694
H 0.59843 4.13850 -0.87766
H 1.63041 3.02713 -1.73005
H 1.87918 3.30598 -0.00638
C -0.14778 -5.27373 2.48774
O -0.99592 -4.10552 2.27860
C -2.28905 -4.22700 2.50827
O -2.88160 -5.20065 2.95461
O -2.80256 -2.92307 2.24396
C -4.10528 -2.52573 2.48037
H 0.88847 -5.13595 2.17905
H -0.37725 -6.18109 1.92904
H -0.08475 -5.46223 3.55947
H -4.62587 -2.57316 1.52391
H -4.06451 -1.47583 2.77048
H -4.54645 -3.13414 3.26987
C -0.78249 7.20996 -7.45695
O -0.27972 5.99793 -6.87002
C 0.49703 6.11212 -5.82223
O 0.86883 7.15839 -5.28655
O 0.81961 4.84394 -5.38066
C 1.54662 4.60431 -4.17661
H -1.48854 7.76311 -6.83759
H -1.10267 7.00889 -8.47927
H -0.04004 7.99833 -7.58083
H 1.37705 3.60200 -3.78325
H 1.24403 5.26801 -3.36665
H 2.61296 4.65560 -4.39658
*
```

Highest occupied orbital energy (alpha / beta)   -0.53 / -4.23 eV
E_LUMO (alpha / beta)   1.9 / 1.9 eV
<S²>   0.75

Löwdin atomic charge list, values in e, 99 entries: atom 1 (Cl): 0.492, atom 2 (C): -0.640, atom 3 (C): -0.630, atom 4 (Cl): 0.590, atom 5 (H): 0.063, atom 6 (H): 0.060, atom 7 (H): 0.073, atom 8 (H): 0.064, atom 9 (Cl): 0.667, atom 10 (C): -0.669, atom 11 (C): -0.697, atom 12 (Cl): 0.629, atom 13 (H): 0.063, atom 14 (H): 0.061, atom 15 (H): 0.062, atom 16 (H): 0.057, atom 17 (C): -0.065, atom 18 (N): -0.636, atom 19 (O): -0.181, atom 20 (O): -0.191, atom 21 (H): 0.037, atom 22 (H): 0.075, atom 23 (H): 0.057, atom 24 (C): -0.072, atom 25 (O): -0.039, atom 26 (C): -0.544, atom 27 (O): 0.126, atom 28 (O): -0.044, atom 29 (C): -0.073, atom 30 (H): 0.106, atom 31 (H): 0.076, atom 32 (H): 0.098, atom 33 (H): 0.091, atom 34 (H): 0.091, atom 35 (H): 0.094, atom 36 (C): -0.063, atom 37 (O): -0.022, atom 38 (C): -0.487, atom 39 (O): 0.097, atom 40 (O): -0.046, atom 41 (C): -0.047, atom 42 (H): 0.087, atom 43 (H): 0.090, atom 44 (H): 0.101, atom 45 (H): 0.089, atom 46 (H): 0.089, atom 47 (H): 0.099, atom 48 (C): -0.077, atom 49 (O): -0.018, atom 50 (C): -0.529, atom 51 (O): 0.092, atom 52 (O): 0.024, atom 53 (C): -0.018, atom 54 (H): 0.089, atom 55 (H): 0.090, atom 56 (H): 0.096, atom 57 (H): 0.096, atom 58 (H): 0.070, atom 59 (H): 0.098, atom 60 (C): -0.015, atom 61 (O): -0.009, atom 62 (C): -0.549, atom 63 (O): 0.086, atom 64 (O): -0.003, atom 65 (C): -0.074, atom 66 (H): 0.061, atom 67 (H): 0.094, atom 68 (H): 0.090, atom 69 (H): 0.093, atom 70 (H): 0.101, atom 71 (H): 0.098, atom 72 (C): -0.023, atom 73 (O): -0.013, atom 74 (C): -0.542, atom 75 (O): 0.099, atom 76 (O): -0.049, atom 77 (C): -0.046, atom 78 (H): 0.082, atom 79 (H): 0.094, atom 80 (H): 0.063, atom 81 (H): 0.094, atom 82 (H): 0.065, atom 83 (H): 0.064, atom 84 (C): -0.015, atom 85 (O): -0.004, atom 86 (C): -0.522, atom 87 (O): 0.115, atom 88 (O): -0.075, atom 89 (C): -0.082, atom 90 (H): 0.072, atom 91 (H): 0.093, atom 92 (H): 0.100, atom 93 (H): 0.062, atom 94 (H): 0.087, atom 95 (H): 0.100, atom 96 (C): -0.044, atom 97 (O): 0.016, atom 98 (C): -0.563, atom 99 (O): 0.088